No. 1
A 2-piece molecular cluster, C13H31NO4P overall, computed with ωB97M-V/def2-TZVPD.

Structure (XYZ):
```
50
C13H31NO4P | the OMol25 dataset | ωB97M-V/def2-TZVPD
C 2.2673 -3.1317 -0.4911
C 2.2894 -1.6977 -0.9932
C 3.3557 -0.8440 -0.3159
C 3.6107 0.5020 -0.9930
C 2.3687 1.2245 -1.4948
C 1.4670 1.7750 -0.3820
C 0.1697 0.9918 -0.1269
C 0.1906 0.1569 1.1640
C -0.5470 -1.1725 1.1234
C -2.0483 -1.1140 0.7945
C -2.4630 -0.9859 -0.6796
C -1.5885 -1.6983 -1.7123
O -1.7674 -1.0634 -2.9405
P -2.6779 0.4638 -2.8490
O -2.5792 0.3354 -1.0849
H 2.2993 -3.1768 0.5977
H 1.3472 -3.6268 -0.8026
H 3.0968 -3.7070 -0.9008
H 2.4680 -1.7007 -2.0721
H 1.3120 -1.2302 -0.8561
H 3.0630 -0.6845 0.7265
H 4.2863 -1.4181 -0.2723
H 4.2952 0.3485 -1.8308
H 4.1062 1.1632 -0.2786
H 2.7106 2.0565 -2.1125
H 1.7725 0.5919 -2.1518
H 2.0315 1.8505 0.5525
H 1.1859 2.7918 -0.6560
H -0.0640 0.3680 -0.9855
H -0.6387 1.7119 -0.0454
H 1.2341 -0.0482 1.4317
H -0.2089 0.7635 1.9773
H -0.0571 -1.8625 0.4354
H -0.4507 -1.6233 2.1160
H -2.5162 -2.0154 1.1908
H -2.4728 -0.2473 1.3018
H -3.4600 -1.4642 -0.7403
H -1.8528 -2.7604 -1.7806
H -0.5225 -1.6419 -1.4460
H -2.7041 0.5194 -4.2984
H -1.4221 1.1996 -2.8438
H -3.4392 1.6920 -2.7400
H -3.9067 -0.3178 -2.8122
C -1.9259 3.0417 4.8690
N -1.9452 2.2218 3.6246
O -1.8146 2.7982 2.5694
O -2.0863 1.0255 3.7690
H -1.7921 4.0795 4.5899
H -2.8718 2.8797 5.3761
H -1.1046 2.6797 5.4796
```

As for the multiplicity: 1. The total charge is -1. The HOMO energy comes out at -3.64 eV. The value obtained for the largest force on an atom is 0.7 eV/Å. The calculation puts the energy at -1210.860719 hartree. The LUMO energy is 2.415 eV.

---

No. 2
C13H31O11P2Tl as an isolated structure, computed with ωB97M-V/def2-TZVPD.

Structure (XYZ):
```
58
C13H31O11P2Tl | the OMol25 dataset | ωB97M-V/def2-TZVPD
Tl -0.2471 1.0187 1.7272
O -4.8478 1.0444 0.2750
C -3.5339 0.7561 0.5334
O -3.1676 -0.2680 1.0807
O -2.7563 1.6587 0.3533
H -4.7499 1.9785 0.0764
C -0.2104 2.8024 -3.7864
C -0.2323 4.2646 -3.3589
O 0.1165 4.7229 -2.0630
P 1.1680 3.9388 -1.1643
O 0.6511 2.9383 -0.2134
O 2.2812 3.4250 -2.2068
C 3.2719 2.4907 -1.6659
C 4.4723 2.1057 -2.5597
O 2.0114 5.1553 -0.3727
C 1.4889 5.7894 0.7828
C 2.3089 7.0755 1.1882
H -0.9009 2.7574 -4.6286
H 0.7267 2.3088 -4.0435
H -0.7085 2.1901 -3.0346
H 0.1867 4.9422 -4.1028
H -1.2860 4.5065 -3.4981
H 3.5796 2.8126 -0.6710
H 2.7815 1.5278 -1.5229
H 4.4048 2.5788 -3.5394
H 5.3690 2.5733 -2.1530
H 4.6808 1.0592 -2.7824
H 0.4081 5.9023 0.6985
H 1.7438 5.1374 1.6183
H 3.3788 6.9932 0.9970
H 2.0356 7.7798 0.4025
H 2.2685 7.4532 2.2099
C -4.0892 -4.6439 1.8521
C -3.2069 -3.4943 1.5842
O -1.8698 -3.9502 1.9650
P -0.5125 -3.3277 1.1895
O -0.3409 -1.8323 1.1419
O -0.6123 -3.9880 -0.3165
C -0.7637 -5.4146 -0.4752
C -0.5918 -5.8490 -1.9294
O 0.7452 -4.1209 1.8832
C 1.4123 -3.4815 2.9502
C 0.7208 -3.6507 4.2982
H -5.1400 -4.3559 1.8236
H -3.8406 -5.4462 1.1574
H -3.8298 -4.9676 2.8601
H -3.2313 -3.1374 0.5546
H -3.5526 -2.6398 2.1659
H -0.0852 -6.0161 0.1298
H -1.6903 -5.8009 -0.0507
H 0.4172 -5.9444 -2.3305
H -1.1342 -6.7393 -2.2477
H -0.9004 -5.0862 -2.6441
H 2.4074 -3.9031 3.0925
H 1.4570 -2.4024 2.8026
H 1.0601 -4.5740 4.7676
H 0.8275 -2.8178 4.9933
H -0.3494 -3.8359 4.2062
```

As for the multiplicity: 2. The total charge is +1. The HOMO energy (spin up / spin down) comes out at -12.78 / -12.78 eV. The value obtained for the largest force on an atom is 5.6 eV/Å. The calculation puts the energy at -2196.662774 hartree. The LUMO energy (spin up / spin down) is -3.089 / -7.219 eV.

---

No. 3
A 3-piece molecular cluster, C13H32F3N2S overall, computed with ωB97M-V/def2-TZVPD.

Structure (XYZ):
```
51
C13H32F3N2S | the OMol25 dataset | ωB97M-V/def2-TZVPD
F 6.4144 0.3204 1.5021
C 6.1718 -0.8983 1.1196
F 6.8754 -1.7360 1.8011
F 4.9024 -1.1446 1.2935
S 6.4453 -1.1418 -0.7007
H 5.8887 -0.1200 -1.4231
H 7.7701 -1.3167 -0.9772
C 2.3197 -1.3478 -2.1479
C 1.9767 -0.2580 -1.1428
N 2.1625 1.0859 -1.6616
C 2.1033 2.1137 -0.6287
C 0.7780 2.3062 0.1128
C 1.4503 1.3953 -2.8967
C -0.0715 1.2410 -2.8937
H 3.3380 -1.2213 -2.5305
H 2.2578 -2.3265 -1.6681
H 1.6328 -1.3646 -2.9937
H 2.6413 -0.3872 -0.2805
H 0.9547 -0.4256 -0.7765
H 2.4077 3.0707 -1.0611
H 2.8757 1.8838 0.1158
H 0.0409 2.8210 -0.5014
H 0.9408 2.9278 0.9961
H 0.3496 1.3626 0.4552
H 1.8550 0.7637 -3.6928
H 1.7037 2.4115 -3.2090
H -0.3971 0.3190 -2.4091
H -0.4393 1.2142 -3.9216
H -0.5617 2.0820 -2.4061
C -3.2425 0.2129 -0.8662
C -4.0607 -0.2681 0.3224
N -3.4117 -1.3239 1.0811
C -4.2965 -1.9728 2.0383
C -4.8429 -1.1307 3.1948
C -2.0753 -1.0247 1.5676
C -1.8980 0.1956 2.4787
H -2.9768 -0.6164 -1.5251
H -3.8214 0.9322 -1.4482
H -2.3251 0.7170 -0.5528
H -5.0051 -0.6555 -0.0694
H -4.3141 0.5975 0.9513
H -3.7919 -2.8516 2.4505
H -5.1492 -2.3752 1.4820
H -4.0861 -0.9468 3.9568
H -5.6577 -1.6685 3.6844
H -5.2422 -0.1722 2.8607
H -1.4173 -0.8982 0.7006
H -1.6790 -1.9070 2.0783
H -2.4409 1.0699 2.1165
H -0.8394 0.4672 2.5242
H -2.2133 -0.0111 3.5000
```

As for the multiplicity: 1. The total charge is +1. The HOMO energy comes out at -9.65 eV. The value obtained for the largest force on an atom is 2.4 eV/Å. The calculation puts the energy at -1321.432849 hartree. The LUMO energy is -4.898 eV.

---

No. 4
A 4-piece molecular cluster, C13H32FN2O14P3S overall, computed with ωB97M-V/def2-TZVPD.

Structure (XYZ):
```
66
C13H32FN2O14P3S | the OMol25 dataset | ωB97M-V/def2-TZVPD
H 1.4852 9.2023 2.2742
N 0.7032 8.5249 2.1016
C 1.2276 7.4124 1.5559
C 0.3261 6.1112 1.1511
N -0.7448 6.0019 2.1997
C -1.9656 6.7990 1.8286
C -2.8579 7.7786 1.8796
S -1.2514 4.3670 2.4856
O -2.7228 4.4210 2.9103
O -0.4708 3.8301 3.6615
F -1.1610 3.4184 1.0935
H 2.3790 7.4539 1.3684
H 1.0648 5.2136 1.2143
H -0.0546 6.2109 0.0714
H -3.7168 8.5402 2.0481
C 6.3392 2.8854 -2.1597
O 5.7922 3.8853 -1.3053
P 4.0963 3.7998 -1.0190
O 4.1894 4.9209 0.0069
O 4.2973 2.3411 -0.2846
C 4.9739 2.2783 0.9586
O 2.3974 3.6882 -0.7560
C 1.7287 2.6869 -1.5201
H 6.9450 3.3716 -2.9287
H 6.9793 2.2252 -1.5677
H 5.5586 2.2954 -2.6443
H 5.4954 3.2033 1.2064
H 5.7097 1.4714 0.9071
H 4.2510 2.0446 1.7449
H 1.9058 1.7015 -1.0859
H 2.0741 2.7040 -2.5570
H 0.6566 2.8906 -1.5003
C -2.7746 -1.9006 -1.3401
O -1.6540 -1.0284 -1.4554
P -0.1263 -1.7764 -1.7398
O 0.5289 -0.4150 -1.9186
O -0.6674 -2.3446 -3.1874
C -0.9256 -1.4302 -4.2375
O 1.3848 -2.5572 -2.0024
C 1.3490 -3.9804 -1.9586
H -3.3278 -1.6467 -0.4323
H -3.4268 -1.7559 -2.2063
H -2.4669 -2.9471 -1.2861
H -0.9441 -0.3925 -3.9031
H -1.9013 -1.6706 -4.6683
H -0.1613 -1.5514 -5.0101
H 0.9331 -4.3748 -2.8882
H 0.7520 -4.3227 -1.1093
H 2.3696 -4.3511 -1.8463
C -2.5491 -8.0189 3.0470
O -1.7457 -7.0522 2.3763
P -2.4566 -6.2848 1.0091
O -1.2681 -5.3387 0.8866
O -3.6106 -5.6231 1.9780
C -3.2414 -4.6239 2.9132
O -3.1971 -5.5560 -0.3602
C -4.4676 -6.0893 -0.7188
H -1.9669 -8.9353 3.1723
H -2.8193 -7.6317 4.0334
H -3.4572 -8.2500 2.4864
H -2.1623 -4.5450 3.0479
H -3.6912 -4.8749 3.8773
H -3.6392 -3.6614 2.5802
H -5.2380 -5.7121 -0.0431
H -4.4472 -7.1816 -0.6867
H -4.7056 -5.7693 -1.7350
```

As for the multiplicity: 1. The HOMO energy comes out at -9.51 eV. The calculation puts the relative energy (zero: lowest compared OMol25 entry of this formula, charge and spin) at 226.1 kcal/mol. The value obtained for the largest force on an atom is 10.4 eV/Å. The structure (SMILES) is [H]/N=C/CN(C#C)S(=O)(=O)F.COP(=O)(OC)OC.COP(=O)(OC)OC.COP(=O)(OC)OC. The calculation puts the energy at -3199.018004 hartree. The LUMO energy is -3.148 eV.